ORCA calculation (wB97M-V/def2-TZVPD) on 9 unconnected molecules or ions with the total composition C33H51N9O3.

Each line ends with the Mulliken charge.
Positions of all 96 atoms, in Å:
C1 3.229 -1.814 -2.912  0.1743
O1 2.566 -2.670 -2.364  -0.6002
N1 4.155 -1.029 -2.332  0.1578
C2 4.822 0.059 -3.028  -0.8403
C3 4.497 -1.194 -0.949  -0.8630
H1 3.124 -1.579 -3.981  0.3214
H2 5.894 -0.106 -3.023  0.3404
H3 4.530 1.020 -2.585  0.2242
H4 4.491 0.105 -4.059  0.3076
H5 4.439 -0.296 -0.329  0.1771
H6 3.761 -1.885 -0.532  0.2198
H7 5.473 -1.680 -0.869  0.3896
C4 -3.167 -0.787 5.204  0.1467
O2 -3.213 -0.659 6.420  -0.5724
N2 -2.349 -0.193 4.254  0.1779
C5 -2.514 -0.483 2.776  -0.6556
C6 -1.470 0.862 4.730  -0.9289
H8 -3.863 -1.497 4.711  0.2698
H9 -1.623 -0.989 2.392  0.1469
H10 -2.676 0.435 2.209  0.3099
H11 -3.303 -1.178 2.510  0.1953
H12 -1.627 0.935 5.804  0.3239
H13 -0.417 0.735 4.482  0.2190
H14 -1.832 1.776 4.263  0.3668
C7 1.455 0.545 -0.686  0.2418
O3 2.289 1.440 -0.536  -0.8369
N3 0.597 0.051 0.239  0.4522
C8 -0.283 -1.025 -0.098  -0.0912
C9 0.644 0.584 1.576  -0.8466
H15 1.296 -0.046 -1.607  0.1281
H16 -0.195 -1.325 -1.133  -0.3439
H17 -1.354 -0.806 0.037  -0.0865
H18 0.013 -1.878 0.521  0.3637
H19 0.739 -0.243 2.295  0.3588
H20 1.517 1.215 1.698  0.1487
H21 -0.262 1.154 1.784  0.1960
N4 4.140 2.792 0.996  0.1906
C10 4.680 2.174 2.072  -0.3660
C11 5.212 3.150 2.887  -0.6559
C12 4.885 4.371 2.301  -0.3737
C13 4.221 4.131 1.149  -0.9328
H22 3.502 2.400 0.317  0.5084
H23 4.678 1.109 2.224  0.3874
H24 5.740 2.976 3.800  0.4486
H25 5.164 5.337 2.661  0.4552
H26 3.837 4.728 0.351  0.6004
N5 -3.200 1.730 -3.347  -0.0074
C14 -4.054 1.951 -4.413  -0.4256
C15 -5.190 1.254 -4.144  -0.7236
C16 -5.064 0.612 -2.872  -0.4090
C17 -3.844 0.991 -2.375  -0.7403
H27 -2.292 2.157 -3.266  0.2786
H28 -3.647 2.518 -5.223  0.4247
H29 -5.991 1.176 -4.862  0.3982
H30 -5.851 0.003 -2.467  0.4322
H31 -3.418 0.757 -1.424  0.7639
N6 -0.554 -4.891 2.657  0.0505
C18 0.276 -5.122 1.596  -0.5891
C19 -0.239 -6.186 0.890  -0.6977
C20 -1.343 -6.650 1.591  -0.2627
C21 -1.558 -5.853 2.702  -0.5638
H32 -0.410 -4.189 3.352  0.2062
H33 1.143 -4.522 1.438  0.5448
H34 0.159 -6.542 -0.036  0.4468
H35 -2.055 -7.388 1.290  0.4095
H36 -2.337 -5.744 3.431  0.4189
N7 -0.688 -0.394 -3.580  0.5167
C22 0.008 0.622 -4.125  -0.2738
C23 0.919 0.060 -4.994  -0.8716
C24 0.723 -1.343 -4.963  -0.6977
C25 -0.379 -1.600 -4.235  -0.4738
H37 -1.550 -0.330 -3.074  0.0279
H38 -0.176 1.632 -3.802  0.3750
H39 1.652 0.602 -5.560  0.4817
H40 1.323 -2.083 -5.447  0.5608
H41 -0.875 -2.520 -4.027  0.3924
N8 -2.238 -3.634 -0.011  0.3599
C26 -1.974 -3.233 -1.326  -0.8546
C27 -3.086 -2.545 -1.761  -0.3306
C28 -3.883 -2.262 -0.611  -0.9989
C29 -3.381 -3.074 0.405  -0.6951
H42 -1.749 -4.409 0.422  0.4113
H43 -1.107 -3.600 -1.852  0.5002
H44 -3.325 -2.206 -2.767  0.6072
H45 -4.765 -1.661 -0.573  0.4437
H46 -3.728 -3.366 1.381  0.6383
N9 1.311 5.513 2.003  0.1344
C30 0.221 4.733 1.748  -0.1859
C31 -0.892 5.473 1.890  -0.5688
C32 -0.448 6.822 2.155  -0.6716
C33 0.888 6.764 2.405  -0.4632
H47 2.279 5.198 1.967  0.2162
H48 0.387 3.753 1.366  0.3371
H49 -1.893 5.099 1.792  0.4192
H50 -1.101 7.658 2.314  0.3748
H51 1.551 7.542 2.701  0.3788

* SMILES: c1cc[nH]c1.c1cc[nH]c1.c1cc[nH]c1.c1cc[nH]c1.c1cc[nH]c1.c1cc[nH]c1.CN(C)C=O.CN(C)C=O.CN(C)C=O
* charge: 0


ORCA calculation (wB97M-V/def2-TZVPD) on 2 unconnected molecules or ions with the total composition C4H14N2O.

Each line ends with the Mulliken charge.
Positions of all 21 atoms, in Å:
C1 0.073 -0.764 0.811  -0.9084
C2 0.033 0.645 0.229  -0.3537
C3 1.076 1.593 0.857  -0.7484
C4 1.957 2.619 -1.147  -0.1560
N1 2.151 2.163 0.020  0.0092
N2 -1.185 -1.558 0.647  -0.2854
H1 0.930 -1.347 0.525  0.3402
H2 0.130 -0.694 1.903  0.4597
H3 0.261 0.524 -0.835  0.3850
H4 -0.929 1.136 0.359  0.3877
H5 0.550 2.477 1.205  0.3369
H6 1.501 1.156 1.748  0.4841
H7 0.938 2.726 -1.503  0.2975
H8 2.724 2.966 -1.830  0.3212
H9 3.109 2.144 0.363  0.3291
H10 -1.284 -2.065 -0.255  0.3540
H11 -2.015 -0.963 0.651  0.3700
H12 -1.327 -2.316 1.316  0.3780
H13 -2.454 -3.783 -2.228  0.3340
H14 -3.586 -3.312 -1.453  0.3157
O1 -2.654 -3.348 -1.383  -0.6504

* relative energy (zero: lowest compared OMol25 entry of this formula, charge and spin): 18.0 kcal/mol
* charge: +2


LUMO level for every record listed, in sequence, given in eV: 0.15, -8.29.